Entry 1:
17
Properties=species:S:1:pos:R:3:nbo_charge:R:1 method="wB97M-V/def2-TZVPD" orbital_gap_ev=8.70 fmax_ev_per_a=3.4 e_homo_ha=-0.36366 lumo_ev=-1.19 total_energy_ha=-761.173673
C -0.48 -0.17 0.72 0.30
C -0.39 -1.65 0.98 -0.71
C -0.72 1.72 -0.88 -0.61
C -0.84 0.19 -0.67 -0.47
N -0.40 0.75 1.59 -0.65
O 2.44 -1.27 -0.99 -0.84
O 2.62 1.07 -1.00 -0.82
S 3.04 -0.15 -0.38 1.67
H 0.62 -1.97 1.28 0.23
H -0.57 -2.25 0.11 0.23
H -0.90 -2.16 1.85 0.24
H -0.24 1.95 -0.01 0.24
H -1.72 2.17 -1.02 0.20
H -0.15 1.77 -1.76 0.21
H -0.19 -0.43 -1.43 0.22
H -1.90 0.01 -0.92 0.24
H -0.21 0.41 2.52 0.34

=====

Entry 2:
12
Properties=species:S:1:pos:R:3:nbo_charge:R:1 method="wB97M-V/def2-TZVPD" smiles="C1=NC1.C#C.I" orbital_gap_ev=10.42 fmax_ev_per_a=5.4 e_homo_ha=-0.35235 lumo_ev=0.84 total_energy_ha=-508.258188
C -0.13 0.82 0.15 0.09
N 1.01 1.05 0.66 -0.33
C 0.49 2.08 -0.29 -0.30
H -0.87 0.12 0.09 0.22
H 0.88 2.19 -1.23 0.17
H 0.26 2.96 0.05 0.17
C -2.65 -1.97 -0.09 -0.24
C -1.71 -2.64 0.16 -0.21
H -3.44 -1.46 -0.48 0.22
H -0.95 -3.20 0.57 0.23
I 4.27 -0.13 0.21 -0.11
H 2.83 0.20 0.20 0.10

=====

Entry 3:
13
Properties=species:S:1:pos:R:3:nbo_charge:R:1 method="wB97M-V/def2-TZVPD" smiles="C=CC#N.C=C" orbital_gap_ev=10.66 fmax_ev_per_a=1.2 e_homo_ha=-0.37542 lumo_ev=0.45 total_energy_ha=-249.400047
C 0.42 -1.73 -0.26 -0.28
C 1.61 -1.27 0.13 -0.33
C 1.77 -0.04 0.86 0.26
N 1.92 0.95 1.44 -0.32
H 0.34 -2.66 -0.80 0.21
H -0.49 -1.17 -0.06 0.22
H 2.52 -1.82 -0.08 0.24
C -1.77 1.03 0.24 -0.41
C -0.95 1.55 -0.67 -0.38
H -2.76 0.65 -0.02 0.19
H -1.47 0.96 1.29 0.20
H 0.03 1.91 -0.40 0.21
H -1.24 1.62 -1.72 0.19